Computed, not measured: a 2-piece molecular cluster, C10H23NO9P overall at a distorted geometry, with ωB97M-V/def2-TZVPD.

```
44
C10H23NO9P | the OMol25 dataset | ωB97M-V/def2-TZVPD
C -1.451 4.371 -3.485
O -1.371 2.957 -3.481
C -0.667 2.416 -2.432
O 0.699 2.174 -2.872
P 1.571 1.211 -1.972
O 2.971 1.619 -1.913
O 1.347 -0.184 -2.696
C 1.900 -1.346 -2.065
C 0.778 -2.339 -1.805
C 1.253 -3.667 -1.276
O 0.488 -4.502 -0.845
O 2.627 -3.894 -1.306
O 0.813 1.226 -0.593
C 1.564 1.064 0.629
C 0.683 0.363 1.638
O 0.462 -0.989 1.247
C -0.630 1.081 1.883
N -1.633 0.844 0.858
H -0.645 4.783 -4.085
H -2.387 4.639 -3.957
H -1.466 4.785 -2.484
H -0.623 3.081 -1.581
H -1.154 1.495 -2.145
H 2.482 -1.121 -1.179
H 2.590 -1.779 -2.777
H 0.028 -1.906 -1.159
H 0.330 -2.546 -2.771
H 2.822 -4.254 -2.175
H 2.512 0.559 0.479
H 1.802 2.048 1.014
H 1.216 0.339 2.588
H 1.247 -1.274 0.784
H -0.414 2.146 1.942
H -1.033 0.728 2.834
H -2.551 1.000 1.234
H -1.551 -0.082 0.478
C -1.357 -1.848 4.778
C -2.325 -1.905 3.566
O -3.205 -0.883 3.605
H -1.910 -1.924 5.716
H -0.625 -2.677 4.749
H -0.794 -0.909 4.778
H -2.742 -2.951 3.593
H -1.653 -1.949 2.664
```

Values from the calculation:
Total charge = -1
Multiplicity = 1
Relative energy (zero: lowest compared OMol25 entry of this formula, charge and spin) = 6.4 kcal per mole



Computed, not measured: one molecule with the formula C5H5N at a distorted geometry, with ωB97M-V/def2-TZVPD.

```
11
C5H5N | the OMol25 dataset | ωB97M-V/def2-TZVPD
C -1.097 -0.908 0.501
C -0.633 0.520 0.222
C 0.666 0.694 -0.378
C 1.658 0.946 -1.113
C 2.439 0.412 0.008
N 3.225 0.027 0.770
H -0.569 -1.351 1.349
H -0.953 -1.545 -0.375
H -2.165 -0.883 0.737
H -0.774 1.182 1.082
H -1.216 0.944 -0.607
```

Values from the calculation:
Multiplicity = 1
Relative energy (zero: lowest compared OMol25 entry of this formula, charge and spin) = 91.5 kcal per mole



no.,orbital gap (hartree),LUMO (eV)
1,0.163,2.03
2,0.376,-0.03